(1)
The following is a DFT calculation (wB97M-V/def2-TZVPD) of a single C3H10NP molecule.

Geometry as XYZ:
```
15
Properties=species:S:1:pos:R:3:forces:R:3:lowdin_charge:R:1
C 1.64265 0.60463 -0.32773 2.315 0.315 3.596 -0.086
C 0.73629 -0.19115 0.62909 -1.280 -0.362 1.976 -0.351
N -0.63197 -0.33395 0.19516 -1.286 2.166 0.214 -0.535
C -0.75237 -0.74787 -1.15820 -1.380 -3.496 0.127 -0.226
P -1.84796 0.95155 0.76512 2.013 -0.755 -0.277 0.802
H 1.95539 1.58092 0.18044 -0.730 -1.038 -0.831 0.090
H 2.63540 0.08828 -0.41015 -1.030 0.290 -0.660 0.083
H 1.11222 0.79688 -1.20627 -0.138 0.325 -1.509 0.018
H 0.98569 -1.26568 0.87243 0.812 1.096 -0.426 0.118
H 0.47849 0.29973 1.61320 1.742 -0.396 -0.672 0.067
H -1.86566 -0.89304 -1.33237 1.353 0.213 -0.445 0.080
H -0.25644 -0.19690 -1.95372 -0.227 0.321 -0.085 0.050
H -0.29010 -1.84341 -1.15707 -0.825 1.944 -0.412 0.121
H -1.22790 1.22118 2.09279 -0.592 -0.465 -1.152 -0.091
H -2.67373 -0.07117 1.19728 -0.746 -0.159 0.556 -0.142
```
Positions in Å, forces in eV/Å.

Output
SMILES string: CCN(C)P
multiplicity: 1
total charge: 0

---

(2)
The following is a DFT calculation (wB97M-V/def2-TZVPD) of a molecular structure, C4H7N3S2.

Geometry as XYZ:
```
16
Properties=species:S:1:pos:R:3:forces:R:3:lowdin_charge:R:1
C -0.25482 -0.46234 -0.18945 0.341 0.645 2.399 -0.826
C 0.47136 0.14726 1.92413 -0.340 -0.392 0.417 -0.712
C 1.17834 1.67017 0.14691 -1.038 -2.068 0.653 -0.020
C -1.42706 -1.32049 -2.37670 -2.217 2.920 -0.877 -0.369
N -0.75183 -1.45476 0.43695 -0.669 -0.860 -0.233 -0.309
N 1.21708 0.71944 2.78594 -0.295 1.203 -2.230 0.087
N 0.29025 0.53401 0.59891 2.265 0.897 0.677 -0.143
S -0.49849 -1.30577 2.08988 -0.187 -0.144 -0.013 0.988
S -0.16574 -0.20755 -1.83771 0.532 0.362 -1.758 0.985
H 1.16041 2.34093 0.99253 -0.480 0.876 -0.340 0.074
H 2.21292 1.33779 0.14832 0.105 -0.229 -0.598 0.092
H 0.74779 1.89990 -0.82188 0.516 1.012 0.086 0.045
H -1.68512 -2.03587 -1.65917 -0.102 -1.181 0.878 0.013
H -1.14561 -1.66190 -3.32097 0.615 -1.166 -1.293 0.009
H -2.33184 -0.65881 -2.61667 0.944 -1.047 0.611 0.073
H 0.98236 0.45800 3.69898 0.010 -0.827 1.622 0.014
```
Positions in Å, forces in eV/Å.

Output
multiplicity: 1
total charge: 0

---

(3)
The following is a DFT calculation (wB97M-V/def2-TZVPD) of a single C5H9N molecule.

Geometry as XYZ:
```
15
Properties=species:S:1:pos:R:3:forces:R:3:lowdin_charge:R:1
C 1.57077 -0.07891 1.94165 0.853 0.367 0.533 0.014
C 0.28714 0.00212 1.65454 -0.613 -0.442 -0.409 -0.147
C -0.26278 -0.17243 0.27724 1.035 -0.078 -0.051 -0.393
N -0.69784 -1.47282 -0.00451 -0.394 -0.168 0.265 0.096
C -0.09815 0.77322 -0.63830 -0.535 0.626 -0.684 -0.140
C -0.57296 0.70463 -2.05883 -0.033 -0.182 -0.045 -0.105
H 2.39889 -0.18481 1.24347 -0.532 -0.113 -0.334 0.069
H 1.92523 0.02968 2.96027 -0.227 -0.003 0.145 0.051
H -0.45234 0.10781 2.44478 0.123 0.024 0.112 0.101
H -1.17800 -1.63213 -0.88313 0.060 0.237 0.280 0.074
H -1.17853 -1.89874 0.77547 0.023 -0.144 -0.131 0.084
H 0.35098 1.72296 -0.39179 0.148 -0.054 0.456 0.100
H -1.11982 1.60327 -2.34875 0.030 0.081 0.098 0.068
H -1.25353 -0.13263 -2.23537 0.157 0.000 -0.111 0.056
H 0.28092 0.62879 -2.73675 -0.093 -0.150 -0.123 0.073
```
Positions in Å, forces in eV/Å.

Output
SMILES string: C=C/C(N)=C/C
multiplicity: 1
total charge: 0

---

Max |F| per entry: 4.29 3.77 1.07 eV/A
E_HOMO per entry: -7.95 -8.15 -8.01 eV
Energy relative to the best compared isomer or geometry (same formula, charge and spin) per entry: 226.7 55.2 113.3 kJ/mol